w) Entry from OMol25: 2 unconnected molecules or ions with the total composition C2H5NO2 (ωB97M-V/def2-TZVPD).

Last column: natural (NBO) charge in e.
Positions of all 10 atoms, in Å:
O: 0.897 1.271 0.682  -0.560
O: 1.386 -0.286 -1.827  -0.587
N: -0.214 0.491 0.429  -0.120
C: -0.942 0.199 1.394  -0.117
C: 0.326 -0.767 -1.501  0.285
H: 0.274 -1.835 -1.012  0.108
H: -0.935 0.515 2.475  0.185
H: 1.514 1.121 -0.024  0.492
H: -0.589 -0.263 -1.718  0.130
H: -1.717 -0.445 1.100  0.184

Properties
Molecular weight, Da: 75.1
SMILES: C=NO.C=O
HOMO, eV: -9.7
Multiplicity: 1
Lowest unoccupied orbital energy, eV: 0.825

x) Entry from OMol25: 2 unconnected molecules or ions with the total composition C2H5NO2 (ωB97M-V/def2-TZVPD).

Last column: natural (NBO) charge in e.
Positions of all 10 atoms, in Å:
O: 1.698 2.288 -2.012  -0.384
O: 2.533 0.963 -0.519  -0.365
N: 1.656 1.414 -1.171  0.479
C: 0.209 -0.407 0.395  -0.735
C: -0.376 0.458 -0.615  -0.192
H: -0.691 0.151 -1.660  0.207
H: -0.417 -1.389 0.558  0.246
H: 0.212 0.243 1.387  0.231
H: -0.662 1.542 -0.559  0.222
H: 1.274 -0.596 0.361  0.289

Properties
Molecular weight, Da: 75.1
HOMO (spin up / spin down), eV: -9.3 / -8.9
Multiplicity: 1
Lowest unoccupied orbital energy (spin up / spin down), eV: -0.581 / -0.933

y) Entry from OMol25: a single C2H5NO2 molecule (ωB97M-V/def2-TZVPD).

Last column: natural (NBO) charge in e.
Positions of all 10 atoms, in Å:
O: -0.570 0.181 1.960  -0.603
O: 1.624 0.118 -0.955  -0.736
N: -0.656 0.118 -0.312  -0.632
C: -1.106 0.488 0.919  0.528
C: 0.487 -0.696 -0.501  0.060
H: 0.846 -0.973 0.480  0.205
H: -1.167 0.451 -1.113  0.399
H: 0.483 -1.519 -1.201  0.192
H: 1.966 0.591 -0.180  0.467
H: -1.909 1.240 0.903  0.120

Properties
Molecular weight, Da: 75.1
SMILES: O=CNCO
HOMO, eV: -10.2
Multiplicity: 1
Lowest unoccupied orbital energy, eV: 0.824

In terms of stability, y) leads; the second structure lies 289.4 kJ/mol higher.

w) Entry from OMol25: a molecular structure, C2H5NO2 (ωB97M-V/def2-TZVPD).

Last column: natural (NBO) charge in e.
Positions of all 10 atoms, in Å:
O: -1.413 0.646 -0.445  -0.662
O: -1.464 -1.263 0.813  -0.675
N: 0.482 -0.374 0.174  -0.601
C: 1.178 0.794 -0.245  -0.508
C: -0.850 -0.411 -0.033  0.840
H: 1.383 0.706 -1.312  0.189
H: 2.140 0.843 0.263  0.218
H: -2.349 -1.384 0.424  0.498
H: 0.038 1.491 -0.462  0.295
H: 0.856 -1.049 0.825  0.406

Properties
Molecular weight, Da: 75.1
HOMO, eV: -9.3
Multiplicity: 1
Lowest unoccupied orbital energy, eV: 0.646

x) Entry from OMol25: a single C2H5NO2 molecule (ωB97M-V/def2-TZVPD).

Last column: natural (NBO) charge in e.
Positions of all 10 atoms, in Å:
O: -1.187 1.929 0.005  -0.422
O: 1.926 -0.696 0.401  -0.638
N: -0.842 0.946 -0.705  -0.124
C: 0.665 -0.253 0.531  0.115
C: -0.604 -0.469 -0.083  -0.354
H: -1.401 -0.425 0.786  0.234
H: 0.590 0.309 1.391  0.157
H: -0.213 1.343 -1.468  0.338
H: 1.961 -1.474 -0.104  0.474
H: -0.895 -1.208 -0.754  0.220

Properties
Molecular weight, Da: 75.1
HOMO (spin up / spin down), eV: -7.3 / -8.2
Multiplicity: 1
Lowest unoccupied orbital energy (spin up / spin down), eV: 0.558 / 0.547

In terms of stability, w) leads; the second structure lies 365.9 kJ/mol higher.

w) Entry from OMol25: a single C4H2O2 molecule (ωB97M-V/def2-TZVPD).

Last column: natural (NBO) charge in e.
Positions of all 8 atoms, in Å:
O: 2.774 -0.280 0.426  -0.455
O: -2.924 0.305 0.552  -0.457
C: 2.002 0.389 -0.213  0.356
C: -0.633 0.060 0.008  -0.036
C: -2.003 -0.393 0.210  0.355
C: 0.559 0.212 -0.116  -0.053
H: 2.337 1.184 -0.901  0.145
H: -2.112 -1.477 0.035  0.145

Properties
Molecular weight, Da: 82.1
SMILES: O=CC#CC=O
HOMO, eV: -11.0
Multiplicity: 1
Lowest unoccupied orbital energy, eV: -0.942

x) Entry from OMol25: a single C4H2O2 molecule (ωB97M-V/def2-TZVPD).

Last column: natural (NBO) charge in e.
Positions of all 8 atoms, in Å:
O: 1.513 -1.016 0.927  -0.453
O: -1.582 -0.054 1.426  -0.464
C: 0.578 -0.414 0.449  0.422
C: -0.431 0.292 1.361  0.362
C: -0.032 0.036 -2.086  -0.094
C: 0.292 -0.261 -0.963  -0.153
H: -0.035 1.120 1.976  0.135
H: -0.304 0.298 -3.089  0.245

Properties
Molecular weight, Da: 82.1
SMILES: C#CC(=O)C=O
HOMO, eV: -10.2
Multiplicity: 1
Lowest unoccupied orbital energy, eV: -0.678

In terms of stability, w) leads; the second structure lies 8.2 kJ/mol higher.

w) Entry from OMol25: a molecular structure, C4H2O2 (ωB97M-V/def2-TZVPD).

Last column: natural (NBO) charge in e.
Positions of all 8 atoms, in Å:
O: 1.754 0.378 -0.007  -0.516
O: -2.100 -0.272 1.613  -0.457
C: -1.011 -0.144 1.117  0.326
C: -0.373 0.526 -1.349  -0.107
C: 1.106 0.099 -0.980  0.411
C: -0.812 0.063 -0.292  0.012
H: 1.489 -0.538 -1.778  0.157
H: -0.052 -0.112 1.676  0.174

Properties
Molecular weight, Da: 82.1
HOMO, eV: -11.1
Multiplicity: 1
Lowest unoccupied orbital energy, eV: -0.659

x) Entry from OMol25: a single C4H2O2 molecule (ωB97M-V/def2-TZVPD).

Last column: natural (NBO) charge in e.
Positions of all 8 atoms, in Å:
O: -0.143 1.539 0.000  -0.451
O: -1.834 -1.426 0.000  -0.423
C: 0.924 0.601 0.001  0.137
C: -1.294 0.998 0.000  0.246
C: 0.466 -0.640 0.000  -0.375
C: -1.031 -0.538 -0.001  0.396
H: 1.907 1.030 0.000  0.221
H: 1.004 -1.564 0.000  0.249

Properties
Molecular weight, Da: 82.1
HOMO, eV: -9.0
Multiplicity: 1
Lowest unoccupied orbital energy, eV: -1.557

y) Entry from OMol25: 2 unconnected molecules or ions with the total composition C4H2O2 (ωB97M-V/def2-TZVPD).

Last column: natural (NBO) charge in e.
Positions of all 8 atoms, in Å:
O: 1.552 -0.890 0.304  -0.673
O: -2.751 0.523 0.264  -0.488
C: 0.775 0.017 -0.253  0.114
C: -1.605 0.358 0.071  0.489
C: -0.270 0.660 0.432  -0.052
C: -0.550 -0.228 -0.788  -0.020
H: 0.957 -1.456 0.894  0.476
H: 1.892 1.016 -0.925  0.154

Properties
Molecular weight, Da: 82.1
HOMO, eV: -10.5
Multiplicity: 1
Lowest unoccupied orbital energy, eV: -0.308

z) Entry from OMol25: a single C4H2O2 molecule (ωB97M-V/def2-TZVPD).

Last column: natural (NBO) charge in e.
Positions of all 8 atoms, in Å:
O: -2.011 -0.852 0.670  -0.488
O: 2.193 0.547 -0.006  -0.491
C: -0.873 -0.482 0.954  0.437
C: -1.122 -0.064 -1.140  0.434
C: 1.223 0.346 -0.695  0.424
C: -0.119 -0.104 -0.247  -0.616
H: 1.241 0.498 -1.794  0.131
H: -0.556 -0.392 2.005  0.170

Properties
Molecular weight, Da: 82.1
HOMO, eV: -10.6
Multiplicity: 1
Lowest unoccupied orbital energy, eV: -0.932

In terms of stability, x) leads; the second structure lies 61.6 kJ/mol higher.